# 1
Molecular formula: C6H10O2
Method: DFT, ωB97M-V with the def2-TZVPD basis set

Structure (XYZ):
```
18
Properties=species:S:1:pos:R:3:nbo_charge:R:1
C 1.1722 0.7511 1.7930 -0.660
C 1.0351 0.5713 0.2852 0.077
C 0.6066 -0.8957 -0.1049 -0.480
C -0.5414 -0.6997 -1.0229 0.200
O -0.2958 -0.4533 -2.3391 -0.697
C -2.0580 -0.2439 -0.9621 -0.383
C -1.2372 0.5104 -0.0915 0.051
O -0.1538 1.4067 -0.1151 -0.517
H 1.1199 1.8987 2.0812 0.233
H 2.0262 0.4250 2.3554 0.226
H 0.3244 0.2614 2.3738 0.207
H 1.9229 0.9039 -0.3945 0.204
H 1.3898 -1.4220 -0.6152 0.215
H 0.4738 -1.4607 0.8208 0.234
H 0.5437 -0.7110 -2.5595 0.468
H -2.4370 0.0687 -1.8883 0.246
H -2.6786 -0.9687 -0.4751 0.230
H -1.2129 0.0578 0.8587 0.146
```

Its maximum force is 0.0886 hartree/bohr. As for the SMILES: C[C@H]1C[C@]2(O)C[C@@H]2O1. For the LUMO energy, the calculation gives 0.03134 Ha. As for the spin multiplicity: 1. For the relative energy (zero: lowest compared OMol25 entry of this formula, charge and spin), the calculation gives 545.73 kJ/mol.


# 2
Molecular formula: C17H31F3O
Method: DFT, ωB97M-V with the def2-TZVPD basis set

Structure (XYZ):
```
52
Properties=species:S:1:pos:R:3:nbo_charge:R:1
C 0.5154 -1.8873 5.6332 -0.600
C 0.8346 -3.2956 5.1463 -0.387
C 0.5148 -3.4697 3.6631 -0.397
C 0.8516 -4.8745 3.1707 -0.384
C 0.4345 -5.1466 1.7240 -0.391
C 1.1667 -4.2846 0.6858 -0.397
C 0.3519 -3.0810 0.2143 -0.387
C 1.1352 -2.2137 -0.7684 -0.386
C 0.3164 -1.0229 -1.2614 -0.392
C 1.1156 -0.1434 -2.2206 -0.385
C 0.2924 0.9840 -2.8439 -0.385
C -0.1626 2.0326 -1.8311 -0.392
C -0.8634 3.2062 -2.5114 -0.392
C -1.3405 4.2426 -1.4959 -0.392
C -2.0455 5.4196 -2.1680 -0.523
C -1.0988 6.3274 -2.8853 0.519
O 0.0951 6.3195 -2.8506 -0.473
C -1.8494 7.3949 -3.7467 0.884
F -2.7201 8.0945 -2.9984 -0.323
F -1.0279 8.2651 -4.3245 -0.303
F -2.5670 6.8062 -4.7187 -0.322
H 0.7483 -1.7843 6.6906 0.207
H -0.5402 -1.6649 5.4913 0.199
H 1.0965 -1.1516 5.0810 0.199
H 1.8937 -3.5058 5.3134 0.193
H 0.2592 -4.0195 5.7281 0.193
H 1.0839 -2.7338 3.0929 0.192
H -0.5482 -3.2751 3.5003 0.192
H 1.9273 -5.0409 3.2696 0.192
H 0.3490 -5.6006 3.8155 0.198
H -0.6426 -4.9953 1.6256 0.193
H 0.6333 -6.2007 1.5171 0.204
H 1.4048 -4.8948 -0.1885 0.201
H 2.1148 -3.9397 1.1038 0.193
H -0.5614 -3.4362 -0.2696 0.193
H 0.0550 -2.4732 1.0700 0.195
H 1.4413 -2.8217 -1.6233 0.193
H 2.0438 -1.8489 -0.2830 0.193
H -0.5801 -1.3876 -1.7686 0.192
H -0.0041 -0.4343 -0.3999 0.193
H 1.5083 -0.7712 -3.0243 0.199
H 1.9699 0.2847 -1.6912 0.193
H 0.8990 1.4771 -3.6074 0.200
H -0.5822 0.5587 -3.3418 0.192
H -0.8462 1.5788 -1.1116 0.194
H 0.7056 2.4027 -1.2817 0.197
H -0.1743 3.6784 -3.2136 0.206
H -1.7191 2.8336 -3.0804 0.192
H -2.0306 3.7718 -0.7939 0.207
H -0.4846 4.6169 -0.9321 0.216
H -2.5662 6.0338 -1.4251 0.253
H -2.8031 5.0706 -2.8757 0.241
```

Its maximum force is 0.0146 hartree/bohr. As for the SMILES: CCCCCCCCCCCCCCCC(=O)C(F)(F)F. For the LUMO energy, the calculation gives 0.02561 Ha. As for the spin multiplicity: 1. For the relative energy (zero: lowest compared OMol25 entry of this formula, charge and spin), the calculation gives 7.19 kJ/mol.


- relative energy (zero: lowest compared OMol25 entry of this formula, charge and spin) of number 2 (C17H31F3O)?
  7.19 kJ/mol